{
  "formula": "C24H60ClN12O27P",
  "method": "the ωB97M-V functional and the def2-TZVPD basis",
  "homo_lumo_gap_ev": 9.00,
  "multiplicity": 1,
  "homo_ha": -0.3516,
  "smiles": "CCCCCCCO[P@@](=O)(OCCCCl)OCCC(N)=O.C[N+](=O)[O-].C[N+](=O)[O-].C[N+](=O)[O-].C[N+](=O)[O-].C[N+](=O)[O-].C[N+](=O)[O-].C[N+](=O)[O-].C[N+](=O)[O-].C[N+](=O)[O-].C[N+](=O)[O-].C[N+](=O)[O-]",
  "elements": ["N", "H", "H", "H", "O", "C", "H", "N", "Cl", "H", "H", "H", "H", "H", "C", "H", "O", "H", "H", "H", "P", "H", "H", "C", "C", "O", "C", "H", "C", "C", "H", "H", "H", "H", "H", "O", "O", "H", "O", "H", "H", "H", "C", "H", "C", "N", "O", "H", "H", "N", "N", "H", "H", "H", "O", "H", "C", "C", "C", "C", "O", "H", "O", "H", "O", "O", "N", "H", "O", "H", "H", "C", "H", "C", "C", "O", "H", "C", "O", "H", "N", "C", "H", "H", "O", "H", "H", "H", "O", "H", "O", "N", "H", "H", "H", "H", "C", "H", "H", "H", "O", "O", "C", "O", "C", "O", "H", "O", "H", "O", "O", "C", "C", "H", "H", "H", "H", "N", "N", "O", "C", "N", "O", "H", "N"],
  "positions_angstrom": [[-2.7024, -6.2032, 0.7440], [-2.4884, -4.3416, 1.6617], [2.6277, 4.7788, -7.7870], [-1.8623, -5.7315, 2.5930], [3.6904, -8.0206, 11.8852], [2.0718, 0.4298, -3.1651], [-3.6262, -5.4554, 2.4780], [2.1849, -5.8900, 7.5967], [-3.8403, 1.6458, -1.9375], [2.4995, -3.9202, 1.8188], [1.3053, 5.4528, -4.5215], [-2.5648, -5.6794, 9.7600], [3.9343, -1.3136, -1.0643], [3.0517, 3.5203, -5.2361], [-0.3646, -6.6586, -2.7471], [2.6253, -7.5568, 8.7771], [-5.9426, -2.7453, -4.5745], [-0.7416, 4.3359, -3.4164], [-2.7580, -6.3616, 11.3944], [1.6541, -0.5741, -3.1738], [0.9822, 2.5044, -4.1858], [-3.3594, 3.9699, -1.6131], [0.6324, 8.3261, -4.9607], [1.9511, -7.3130, 7.9610], [0.6435, -3.1215, 5.6239], [4.6602, -6.2853, 12.7148], [0.7928, 6.1663, -5.1671], [-6.4040, -6.9880, 13.9785], [4.2574, 0.4789, -1.8541], [1.3565, 7.5446, -4.7680], [1.1487, -4.7130, 0.9651], [1.7073, 0.9097, -2.2611], [2.6748, 7.0466, -3.0927], [-0.2828, -5.7390, -3.3194], [2.8395, -5.1093, 0.5345], [2.8561, -3.3446, -1.0967], [-1.2661, -8.3843, 9.7597], [1.1777, 10.4013, -13.0749], [1.2434, 11.4212, -10.6992], [1.8378, 9.2152, -11.9102], [-0.8315, 12.3610, -7.4771], [-0.6386, -6.4535, -1.7163], [-2.6729, -5.3657, 1.9714], [2.1388, 8.8594, -1.6563], [-5.9186, -6.0678, 14.2887], [3.7557, -0.3544, -0.7728], [1.5957, 1.0620, -4.3739], [-0.2818, -3.1938, 6.1811], [-3.3802, -7.2575, 9.9841], [-0.2423, 10.5303, -6.6354], [3.6826, -6.9013, 12.3535], [-4.3168, -1.2056, -3.7080], [-3.8576, -2.3884, -2.4473], [2.2278, -5.9920, 13.5474], [-0.0295, 9.3516, -6.8339], [0.3045, 5.1537, -7.0070], [1.1187, 5.7643, -6.6114], [-4.6679, -1.8107, -2.8811], [2.1636, -4.3379, 0.8857], [2.3879, 4.9293, -6.7348], [-0.3168, -6.6462, 10.5957], [3.2368, 5.4780, -6.3226], [1.8820, -6.6449, -2.2362], [-2.9478, 2.6931, -4.3551], [-5.7223, -4.3297, 12.7714], [-3.7057, -6.8261, 0.4940], [-5.6796, -2.7759, -3.3924], [0.4879, 8.9253, -2.1867], [5.1914, 1.2345, -1.6646], [-2.8866, 4.4198, -4.1255], [-0.2667, 6.0761, -4.9262], [0.9478, 9.7374, -12.2473], [0.9814, 6.7987, -2.8214], [-2.6129, -6.5882, 10.3527], [-2.6864, 3.4666, -3.6354], [1.4366, -2.2856, 0.1317], [1.4784, -3.4835, 6.2082], [1.5095, 8.8403, -2.5480], [-6.1722, -3.5303, -2.5816], [-5.1538, -1.1972, -2.1287], [0.4738, 10.5827, -11.1184], [3.5986, 0.3341, -3.2147], [1.1801, 6.6437, -7.2519], [2.7454, -0.2399, -0.7697], [-0.5734, 2.2920, -3.9280], [2.1706, -7.9137, 7.0834], [0.1595, 9.0419, -12.5084], [0.9181, -7.4265, 8.2654], [-4.5205, -6.0851, 12.4507], [-1.0637, -7.3452, -3.2091], [1.0938, -8.4034, -3.1980], [0.9814, -7.2917, -2.7291], [-1.6070, 10.9054, -8.1712], [2.6765, 2.8021, -6.7835], [-5.0963, -6.2732, 14.9670], [-1.1737, 3.1958, -2.1616], [1.6981, 7.4954, -3.2626], [0.0952, 11.2796, -8.5526], [0.8173, -2.1050, 5.2808], [1.7828, 9.6855, -3.1740], [-0.4952, -4.5984, 4.2402], [-1.6888, -6.2014, 0.0696], [-3.6323, 3.3443, -2.4577], [3.2961, -5.5852, 7.2323], [2.3662, -6.2204, 12.4951], [1.2480, -5.1159, 7.6847], [1.5914, -6.8850, 12.1337], [-0.1212, 11.0882, -5.5661], [3.8634, -0.6498, -3.6051], [1.4921, -4.0239, 3.6751], [1.0160, 3.1684, -5.6186], [-1.2089, 3.3735, -3.2354], [-0.6831, 11.3385, -7.8044], [-6.6283, -5.3783, 14.7291], [2.4059, -5.3113, 11.9027], [-4.6153, 3.6807, -2.7768], [2.2800, 7.6813, -5.3325], [-5.3438, -5.4352, 13.0705], [2.1541, -3.2349, -0.1119], [-0.6415, 10.3830, -10.6877], [2.3405, 3.5410, -6.0592], [0.5360, -3.9831, 4.4197], [1.6219, 3.2941, -3.1263], [4.0431, 1.0781, -3.8683], [-1.2945, -7.2657, 10.2239]],
  "atomic_forces_ev_per_a": [[-0.056, 0.098, 0.154], [0.121, -0.020, -0.003], [-0.098, 0.047, -0.119], [0.087, 0.103, -0.049], [0.024, -0.066, -0.070], [0.255, -0.802, -0.306], [-0.042, -0.051, -0.079], [-0.069, -0.124, 0.072], [0.193, 0.035, 0.219], [-0.037, 0.127, 0.099], [-0.128, -0.172, 0.115], [0.045, 0.049, 0.081], [-0.229, -0.122, 0.165], [-0.208, -0.046, 0.281], [-0.099, -0.030, -0.035], [0.071, -0.013, -0.055], [-0.034, -0.015, -0.080], [0.408, -0.096, -0.171], [0.090, 0.118, 0.105], [-0.130, -0.029, -0.006], [-0.180, 0.724, 0.512], [0.244, -0.236, 0.199], [0.227, 0.129, -0.168], [-0.206, -0.104, 0.080], [-0.141, 0.285, -0.039], [0.084, 0.036, 0.037], [0.939, 0.099, -0.129], [0.090, -0.048, -0.004], [1.183, 0.751, 0.738], [0.057, -1.113, 0.864], [-0.041, 0.087, 0.097], [-0.027, 0.458, -0.132], [0.166, 0.120, -0.068], [0.064, 0.036, 0.062], [-0.030, 0.029, -0.118], [0.007, 0.133, -0.036], [0.057, -0.059, -0.067], [0.090, 0.027, 0.043], [0.050, 0.070, 0.051], [0.056, 0.083, -0.012], [0.015, -0.024, 0.083], [0.047, 0.024, -0.171], [-0.157, -0.021, 0.169], [0.027, 0.171, 0.046], [-0.117, 0.059, 0.108], [0.253, 0.631, -0.718], [-0.330, 0.102, 0.140], [-0.012, -0.077, -0.021], [0.036, -0.051, 0.015], [-0.059, 0.111, -0.075], [-0.098, 0.031, 0.006], [-0.040, -0.017, -0.033], [-0.051, -0.016, 0.086], [0.094, 0.094, -0.006], [-0.116, 0.057, -0.230], [-0.092, 0.064, -0.086], [-0.685, -0.416, 0.005], [0.102, 0.137, -0.113], [0.245, -0.261, -0.436], [0.055, 0.085, 0.021], [0.094, 0.068, 0.046], [0.018, 0.047, 0.113], [0.080, 0.056, 0.081], [0.151, -0.066, -0.081], [-0.019, 0.112, -0.060], [-0.016, -0.061, -0.065], [0.068, 0.064, 0.008], [-0.162, 0.289, -0.244], [-1.138, -0.977, -0.394], [0.018, 0.098, 0.007], [-0.132, 0.167, -0.144], [-0.090, -0.142, -0.079], [0.091, -0.112, 0.198], [0.111, -0.142, -0.317], [0.123, -0.173, 0.070], [-0.055, 0.102, -0.113], [0.094, 0.043, -0.022], [0.631, -0.578, 0.373], [-0.038, -0.061, 0.071], [0.007, -0.066, 0.062], [0.003, -0.117, -0.122], [0.143, 0.050, 0.318], [0.082, 0.078, -0.023], [-0.069, -0.394, 0.176], [0.394, 0.006, -0.259], [0.125, 0.025, 0.011], [-0.038, 0.023, 0.047], [0.004, 0.045, 0.030], [-0.234, 0.025, 0.183], [0.048, -0.052, 0.003], [0.045, -0.058, -0.017], [-0.115, 0.001, -0.055], [0.072, -0.101, -0.084], [-0.156, -0.229, 0.040], [0.025, -0.083, -0.053], [0.339, -0.191, 0.046], [-0.889, 0.345, -0.216], [-0.003, -0.061, -0.059], [0.068, -0.042, -0.077], [-0.109, 0.116, -0.048], [-0.147, -0.067, 0.059], [0.015, 0.010, 0.035], [-0.575, 0.420, -0.589], [0.094, 0.063, -0.051], [-0.195, -0.106, -0.037], [-0.029, -0.134, 0.125], [0.045, -0.027, -0.046], [0.009, -0.002, 0.088], [0.122, -0.041, -0.036], [-0.049, -0.014, 0.331], [0.241, -0.412, 0.015], [-1.128, 0.174, 0.289], [-0.042, 0.247, 0.236], [0.011, 0.045, -0.047], [0.040, 0.051, 0.073], [-0.137, -0.110, 0.070], [-0.084, 0.469, -0.181], [-0.017, -0.059, 0.075], [-0.014, -0.261, 0.087], [-0.086, -0.017, -0.129], [0.505, 0.407, -0.569], [0.047, 0.065, -0.014], [0.156, -0.108, -0.002], [-0.183, 0.169, -0.058], [-0.145, 0.000, -0.093]],
  "mulliken_charge": [0.8522, 0.2538, 0.4519, 0.2742, -0.5287, -0.7446, 0.3285, 0.9468, -0.1856, 0.4129, 0.1104, 0.3047, 0.3127, 0.3466, -0.4403, 0.2429, -0.5212, -0.3258, 0.3571, 0.3371, 1.1545, 0.4174, 0.2717, -0.5671, -0.7783, -0.5361, -0.0837, 0.2897, 0.3569, -0.4108, 0.1214, 0.5322, 0.4178, 0.2764, 0.3256, -0.6068, -0.5230, 0.2847, -0.5330, 0.2840, 0.3034, 0.0959, -0.6663, 0.3896, -0.7040, -0.6193, -0.4147, 0.2806, 0.2910, 0.8201, 0.8963, 0.3227, 0.2817, 0.3265, -0.4828, 0.4237, -1.0589, -0.7062, -0.7092, -0.9009, -0.4556, 0.3078, -0.5419, 0.3899, -0.5135, -0.5333, 0.8822, 0.3408, -0.5205, 0.3421, 0.3293, -0.7341, 0.0791, -0.7507, -0.8273, -0.5793, 0.3017, -1.3443, -0.5315, 0.2648, 0.8784, -0.3687, 0.4071, 0.3589, -0.3835, 0.3001, 0.3199, 0.1643, -0.5393, 0.2969, -0.5480, 0.9328, 0.2853, 0.4264, 0.2917, 0.3236, -0.3326, 0.0872, 0.3210, 0.2940, -0.5495, -0.5676, -0.7178, -0.5375, -0.6712, -0.5647, 0.2560, -0.5521, 0.3565, -0.5274, -0.3925, 0.4261, -0.5012, 0.2945, 0.2572, 0.3859, 0.3232, 0.8346, 1.0203, -0.5055, -0.4923, 0.9274, -0.6576, 0.2536, 0.8318]
}